C5H12N2O2S | ωB97M-V/def2-TZVPD

calculated total energy: -23287.523 eV
gap between HOMO and LUMO: 10.176 eV
M: 164.2 g mol⁻¹
energy relative to the best compared isomer or geometry (same formula, charge and spin): 2.036 eV
HOMO: -9.51 eV
SMILES string: [H]/N=C(/CC)N(C)S(C)(=O)=O
spin multiplicity: 1

XYZ file:
```
22
C5H12N2O2S, DFT ωB97M-V/def2-TZVPD
C 0.268 -1.075 -0.108
C -0.603 -3.192 0.794
C -1.229 0.965 0.316
C 0.920 2.995 -1.260
C -0.924 -1.777 0.540
N 1.365 -1.567 -0.472
N -0.100 0.509 -0.361
O 1.396 2.058 1.146
O 2.351 0.798 -0.718
S 1.297 1.552 -0.180
H 0.355 -3.326 1.297
H -1.343 -3.620 1.478
H -0.614 -3.819 -0.160
H -0.839 1.880 0.894
H -2.056 1.158 -0.348
H -1.631 0.323 1.184
H 1.060 3.971 -0.705
H 1.520 2.889 -2.139
H -0.095 2.975 -1.620
H -1.851 -1.532 -0.136
H -1.316 -1.303 1.400
H 2.070 -0.861 -0.841
```